# 1
Molecular formula: C19H26N2O5S
Method: DFT, ωB97M-V with the def2-TZVPD basis set

Output
**Structure (SMILES)**: CCCCN(C)C(=O)CS(=O)(=O)Cc1nc(-c2cccc(OC)c2)oc1C
**Molar mass**: 394.49 g/mol
**HOMO level**: -8.0 eV
**ΔE to the lowest compared entry with this formula, charge and spin**: 42.7 kcal per mole

Structure (XYZ):
```
53
Properties=species:S:1:pos:R:3:lowdin_charge:R:1
C 4.13216 4.76889 -0.86656 -0.1089
C 3.02284 5.25427 0.05930 -0.2632
C 2.31269 4.11657 0.79157 -0.1851
C 3.22871 3.38708 1.77700 -0.1588
N 2.49238 2.41039 2.55879 -0.0934
C 1.67460 2.90248 3.64742 -0.0374
C 2.46561 1.14182 2.12261 -0.5169
O 3.11002 0.76212 1.15132 0.0312
C 1.57023 0.16577 2.83476 -0.1041
S -0.03889 0.17554 1.93382 0.7027
O -0.82424 -0.89041 2.49134 -0.2981
O -0.56845 1.51124 2.03948 -0.3235
C 0.35949 -0.17471 0.17357 -0.1194
C -0.19308 -1.48519 -0.19689 -0.2858
N -1.32147 -1.61169 -0.95570 0.2056
C -1.55173 -2.89164 -1.03329 -0.2735
C -2.63954 -3.52484 -1.74487 -0.1393
C -2.76048 -4.91046 -1.78401 -0.0289
C -3.81532 -5.47816 -2.47724 -0.0723
C -4.74005 -4.68340 -3.12303 -0.0037
C -4.62503 -3.29014 -3.08503 -0.2675
O -5.58726 -2.59790 -3.75028 -0.0820
C -5.52916 -1.19072 -3.73659 -0.0857
C -3.57027 -2.71291 -2.39437 0.0423
O -0.63676 -3.62841 -0.36598 0.1343
C 0.22640 -2.73704 0.17099 -0.2436
C 1.35861 -3.21020 1.00233 0.0112
H 4.94635 4.32175 -0.30286 0.0663
H 3.74754 4.02660 -1.56172 0.0762
H 4.53443 5.60082 -1.44010 0.0686
H 3.43769 5.95302 0.78993 0.1056
H 2.28171 5.79720 -0.53107 0.1047
H 1.93469 3.39228 0.06806 0.1177
H 1.45517 4.51950 1.33476 0.1122
H 4.00311 2.84302 1.23439 0.1159
H 3.70092 4.09826 2.46029 0.1310
H 0.61589 2.72686 3.45096 0.0753
H 1.83923 3.97267 3.74465 0.0951
H 1.95794 2.42860 4.59034 0.0956
H 1.34132 0.39929 3.86736 0.1019
H 1.95519 -0.84415 2.73757 0.1001
H -0.10925 0.62128 -0.39639 0.1149
H 1.44360 -0.12726 0.09642 0.0899
H -2.03577 -5.52668 -1.27599 0.1121
H -3.91810 -6.55233 -2.51395 0.1055
H -5.56664 -5.11372 -3.66580 0.1165
H -4.61128 -0.82325 -4.20569 0.0967
H -6.38962 -0.85593 -4.31387 0.0924
H -5.59849 -0.79670 -2.71821 0.0974
H -3.43137 -1.64712 -2.32993 0.1069
H 2.21896 -2.55796 0.86731 0.0879
H 1.07071 -3.20845 2.05432 0.0877
H 1.62405 -4.22596 0.71880 0.0897
```

---

# 2
Molecular formula: C19H26N4O3
Method: DFT, ωB97M-V with the def2-TZVPD basis set

Output
**Structure (SMILES)**: CCCCN(C(=O)c1ccc(C)cc1)c1c(N)n(CCC)c(=O)[nH]c1=O
**Molar mass**: 358.44 g/mol
**HOMO level**: -8.4 eV
**ΔE to the lowest compared entry with this formula, charge and spin**: 1.2 kcal per mole

Structure (XYZ):
```
52
Properties=species:S:1:pos:R:3:lowdin_charge:R:1
C -4.10590 -1.80322 1.57534 -0.1113
C -3.12396 -2.36106 0.55328 -0.2641
C -3.08119 -1.51089 -0.71528 -0.1810
C -1.95504 -1.93293 -1.65966 -0.1253
N -0.65477 -1.50392 -1.17187 0.0053
C 0.24733 -2.41513 -0.71471 -0.4204
O -0.02741 -3.58766 -0.54727 0.0859
C 1.59457 -1.84860 -0.38869 -0.1520
C 2.11218 -1.99542 0.89156 -0.0302
C 3.35263 -1.47007 1.20779 -0.0403
C 4.10741 -0.80570 0.25056 -0.2791
C 5.45463 -0.24034 0.57976 -0.0510
C 3.59714 -0.69434 -1.03952 -0.0277
C 2.35611 -1.20771 -1.36041 -0.0104
C -0.35429 -0.11950 -1.24424 -0.1263
C -0.15673 0.61388 -0.09714 -0.2109
N -0.37187 0.06771 1.13352 0.2100
N 0.21205 1.93408 -0.15814 0.0620
C 0.38437 2.73554 1.04360 -0.1423
C -0.94644 3.07448 1.72046 -0.2257
C -1.86264 3.86386 0.79341 -0.0910
C 0.39531 2.58865 -1.37096 -0.4759
O 0.76830 3.73676 -1.43819 0.0835
N 0.12187 1.84004 -2.47751 0.2219
C -0.23891 0.49194 -2.54151 -0.4196
O -0.40938 -0.04032 -3.61836 0.0791
H -3.81978 -0.79567 1.87190 0.0653
H -5.10849 -1.76294 1.15565 0.0720
H -4.13181 -2.42915 2.46408 0.0681
H -2.12776 -2.41484 0.99763 0.0895
H -3.40851 -3.38080 0.28882 0.1154
H -2.94892 -0.45781 -0.45117 0.1065
H -4.03244 -1.60244 -1.24191 0.1176
H -1.91741 -3.02065 -1.74401 0.1283
H -2.10203 -1.49886 -2.65164 0.1199
H 1.53974 -2.52694 1.63883 0.1200
H 3.74056 -1.58394 2.21024 0.1094
H 6.23484 -0.84592 0.11902 0.0854
H 5.55052 0.77293 0.19367 0.0806
H 5.62238 -0.22687 1.65382 0.0739
H 4.18332 -0.19893 -1.79991 0.1163
H 1.97976 -1.12651 -2.36921 0.1237
H 0.15627 0.41017 1.91740 0.1067
H -0.54538 -0.92568 1.13057 0.0915
H 1.06262 2.22472 1.73419 0.1224
H 0.86510 3.65932 0.71216 0.1247
H -1.45271 2.16193 2.03927 0.0917
H -0.72422 3.66758 2.60916 0.1117
H -1.35840 4.75396 0.42607 0.0781
H -2.76384 4.16577 1.32065 0.0727
H -2.15529 3.26121 -0.06363 0.0733
H 0.24652 2.31021 -3.36744 0.1724
```

---

# 3
Molecular formula: C19H26NO6
Method: DFT, ωB97M-V with the def2-TZVPD basis set

Output
**Molar mass**: 364.42 g/mol
**Net charge**: -1
**HOMO level**: -2.8 eV
**ΔE to the lowest compared entry with this formula, charge and spin**: 165.2 kcal per mole

Structure (XYZ):
```
52
Properties=species:S:1:pos:R:3:lowdin_charge:R:1
C 0.76400 2.98396 3.29062 -0.1305
C 0.19833 2.29914 2.04946 -0.2603
C 1.32060 1.56019 1.32292 -0.2054
C 1.04618 1.22718 -0.15004 -0.1599
C 0.59130 -0.14496 -0.46768 -0.1228
C 0.26197 -0.34641 -1.85577 -0.4668
O 0.08309 -1.43885 -2.44685 0.0130
O 0.09874 0.83636 -2.46305 -0.0636
C -0.21914 0.94094 -3.88067 -0.2015
C 0.42829 2.21405 -4.36277 -0.0823
C 1.21397 -1.23925 0.22165 -0.3921
O 0.59935 -2.31738 0.43290 0.0104
O 2.40324 -1.10042 0.79666 -0.0040
C 2.77331 -2.26515 1.62846 -0.1907
C 4.05792 -1.85802 2.29839 -0.0847
H -0.00520 3.55163 3.81527 0.0584
H 1.17950 2.24366 3.98086 0.0688
H 1.56611 3.67625 3.01443 0.0652
H -0.59217 1.58152 2.31644 0.0883
H -0.26555 3.03037 1.37107 0.1085
H 2.23568 2.17507 1.33428 0.1082
H 1.57549 0.65740 1.88866 0.1033
H 0.31592 1.94066 -0.56144 0.1154
H 1.99714 1.39184 -0.70953 0.1216
H 0.16105 0.05234 -4.38663 0.1189
H -1.30881 0.99263 -3.95047 0.1154
H 0.09147 2.45636 -5.37096 0.0673
H 0.19707 3.06437 -3.71388 0.0773
H 1.51647 2.10395 -4.39682 0.0769
H 1.97272 -2.44021 2.35670 0.1268
H 2.88492 -3.13613 0.97043 0.1320
H 4.39067 -2.66027 2.95975 0.0704
H 4.84971 -1.66699 1.56620 0.0770
H 3.91423 -0.96408 2.91733 0.0758
C -1.22865 -1.99965 -0.04924 -0.0731
C -1.19254 -2.60347 -1.35522 -0.0886
N -0.59248 -3.89746 -1.35899 -0.3746
O -0.12173 -4.38371 -2.41557 -0.0127
O -0.57633 -4.51830 -0.26460 -0.0302
C -1.97232 -0.74137 0.18065 -0.1841
C -2.26878 -0.31100 1.49579 -0.0562
C -3.41694 0.44612 1.73640 -0.1074
C -4.20776 0.87420 0.65517 -0.1280
C -3.74824 0.70512 -0.65764 -0.0931
C -2.62960 -0.09803 -0.89572 -0.0294
H -1.34515 -2.73084 0.75468 0.1227
H -1.93158 -2.39888 -2.13277 0.1261
H -1.61705 -0.64292 2.30764 0.1145
H -3.69788 0.70319 2.76352 0.0951
H -5.17844 1.33738 0.84346 0.0841
H -4.26974 1.16738 -1.50446 0.0961
H -2.30237 -0.30953 -1.91901 0.1045
```